Record 1
C3H2N4O | wB97M-V/def2-TZVPD

The geometry in XYZ format:
```
10
Properties=species:S:1:pos:R:3:lowdin_charge:R:1
C 1.874 -0.256 -0.012 -0.146
N 1.162 -1.305 0.031 0.169
N -0.088 -0.790 -0.060 -0.103
N -1.371 -1.319 -0.020 0.048
N -2.163 -0.319 -0.013 0.000
C -1.444 0.890 0.013 -0.059
C -0.150 0.563 -0.039 -0.243
O 1.191 0.925 -0.032 0.098
H 2.947 -0.210 0.036 0.140
H -1.959 1.820 0.094 0.095
```

Values from the calculation:
**HOMO-LUMO gap**: 10.38 eV
**E_LUMO**: 0.658 eV
**Structure (SMILES)**: c1nn2nncc2o1

***

Record 2
C20H52F4N17O15PS | wB97M-V/def2-TZVPD

The geometry in XYZ format:
```
110
Properties=species:S:1:pos:R:3:lowdin_charge:R:1
C -0.167 -3.270 1.962 -0.259
P -1.570 -3.609 3.067 0.960
O -2.377 -4.769 2.227 -0.300
C -2.656 -2.128 2.710 -0.594
O -3.762 -2.064 3.183 0.071
O -2.077 -1.140 1.988 -0.038
C -2.518 0.235 2.034 -0.293
C -1.495 1.036 1.184 -0.089
C -0.237 0.280 0.771 -0.182
C 0.761 1.227 0.105 -0.197
C 1.950 0.478 -0.514 -0.225
S 3.320 0.420 0.615 0.591
O 3.197 -0.766 1.420 -0.291
O 3.508 1.695 1.244 -0.277
O 4.563 0.246 -0.373 -0.160
C -3.952 0.446 1.494 -0.083
C -4.376 -0.547 0.415 -0.081
C -3.807 -0.243 -0.965 -0.514
N -3.711 -1.323 -1.799 0.173
O -3.437 0.875 -1.285 0.033
C -2.432 0.754 3.489 -0.403
F -2.785 2.072 3.471 0.119
F -3.307 0.133 4.316 0.122
C -1.057 0.685 4.173 -0.276
F -1.200 1.084 5.458 0.092
F -0.613 -0.595 4.198 0.088
H 0.546 -4.094 2.031 0.047
H -0.482 -3.149 0.921 0.052
H 0.333 -2.352 2.270 0.030
H -2.028 -4.911 1.340 0.054
H -2.003 1.387 0.289 0.103
H -1.196 1.928 1.740 0.125
H 0.248 -0.170 1.642 0.103
H -0.496 -0.525 0.080 0.123
H 1.143 1.917 0.861 0.108
H 0.279 1.818 -0.676 0.126
H 2.284 0.954 -1.439 0.077
H 1.695 -0.567 -0.707 0.109
H 4.301 -0.228 -1.173 0.093
H -3.976 1.441 1.045 0.126
H -4.676 0.442 2.307 0.125
H -5.464 -0.512 0.308 0.137
H -4.142 -1.573 0.680 0.105
H -3.832 -1.131 -2.786 0.076
H -4.297 -2.107 -1.536 0.079
H -0.311 1.321 3.697 0.171
N -3.027 -3.416 -6.283 0.171
C -3.519 -3.564 -5.030 -0.661
N -3.758 -4.858 -4.616 0.136
O -3.775 -2.624 -4.296 0.017
H -2.844 -4.189 -6.894 0.097
H -2.829 -2.474 -6.601 0.055
H -4.050 -4.986 -3.662 0.093
H -3.576 -5.659 -5.191 0.094
N 3.057 4.816 -1.952 0.154
C 3.696 3.640 -2.238 -0.672
N 5.025 3.636 -1.987 0.178
O 3.087 2.674 -2.688 -0.011
H 3.535 5.610 -1.569 0.091
H 2.070 4.860 -2.119 0.097
H 5.530 2.789 -2.164 0.104
H 5.523 4.435 -1.622 0.053
N -1.065 -2.109 8.590 0.150
C -1.318 -2.975 7.561 -0.672
N -1.848 -2.419 6.441 0.168
O -1.073 -4.170 7.657 0.005
H -1.243 -1.125 8.533 0.091
H -0.663 -2.493 9.424 0.100
H -2.043 -3.016 5.658 0.032
H -2.049 -1.438 6.362 0.082
N -2.905 -8.298 7.606 0.139
C -1.679 -8.445 7.007 -0.693
N -0.986 -7.287 6.834 0.161
O -1.258 -9.537 6.661 0.006
H -3.266 -7.409 7.897 0.089
H -3.447 -9.127 7.750 0.094
H -0.085 -7.349 6.402 0.102
H -1.323 -6.384 7.123 0.057
N 7.155 8.072 -0.824 0.149
C 7.474 6.868 -1.390 -0.664
N 8.451 6.894 -2.327 0.171
O 6.903 5.837 -1.052 0.000
H 7.613 8.930 -1.064 0.088
H 6.451 8.073 -0.110 0.100
H 8.724 6.016 -2.728 0.111
H 8.991 7.701 -2.587 0.061
N -4.152 0.643 -6.725 0.166
C -2.939 0.290 -7.231 -0.659
N -2.007 1.281 -7.298 0.159
O -2.695 -0.853 -7.597 -0.001
H -4.363 1.564 -6.391 0.097
H -4.836 -0.084 -6.625 0.108
H -1.100 1.036 -7.648 0.106
H -2.176 2.218 -6.987 0.096
N -8.353 -4.407 -2.279 0.150
C -7.095 -4.377 -2.816 -0.674
N -6.961 -4.965 -4.044 0.157
O -6.150 -3.872 -2.232 0.019
H -9.140 -4.819 -2.741 0.091
H -8.473 -3.994 -1.374 0.102
H -6.044 -4.929 -4.454 0.063
H -7.710 -5.430 -4.521 0.093
N 11.286 10.102 -2.582 0.151
C 11.816 8.856 -2.775 -0.669
N 13.154 8.748 -2.536 0.155
O 11.147 7.902 -3.141 0.016
H 11.831 10.891 -2.289 0.094
H 10.319 10.240 -2.805 0.097
H 13.570 7.844 -2.664 0.107
H 13.727 9.514 -2.237 0.095
```

Values from the calculation:
**HOMO-LUMO gap**: 9.03 eV
**E_LUMO**: 0.122 eV
**Structure (SMILES)**: CP(O)C(=O)O[C@@](CCCCS(=O)(=O)O)(CCC(N)=O)C(F)(F)C(F)F.NC(N)=O.NC(N)=O.NC(N)=O.NC(N)=O.NC(N)=O.NC(N)=O.NC(N)=O.NC(N)=O

***

Record 3
C18H30N2O3S | wB97M-V/def2-TZVPD

The geometry in XYZ format:
```
54
Properties=species:S:1:pos:R:3:lowdin_charge:R:1
C -7.291 -0.986 1.122 -0.080
O -5.989 -1.525 1.088 -0.073
C -5.022 -0.864 0.410 -0.266
C -5.205 0.344 -0.262 0.000
C -4.139 0.931 -0.922 -0.045
C -2.903 0.319 -0.915 -0.295
S -1.558 1.126 -1.752 0.659
O -2.008 1.697 -2.987 -0.289
O -0.428 0.236 -1.799 -0.296
N -1.308 2.430 -0.726 -0.133
C -0.667 2.156 0.543 -0.192
C 0.830 1.812 0.442 -0.299
C 1.722 2.784 1.215 -0.171
C 3.183 2.376 1.038 -0.172
C 3.372 0.915 1.468 -0.192
N 2.496 -0.011 0.783 -0.156
C 2.869 -0.334 -0.589 -0.154
C 3.188 -1.835 -0.755 -0.590
C 1.952 -2.662 -0.400 -0.052
C 3.568 -2.090 -2.215 -0.057
C 4.348 -2.227 0.160 -0.057
C 1.113 0.382 0.939 -0.163
C -2.707 -0.881 -0.256 -0.050
C -3.761 -1.472 0.406 0.017
H -7.717 -0.906 0.117 0.098
H -7.307 -0.005 1.606 0.097
H -7.882 -1.687 1.709 0.095
H -6.168 0.830 -0.279 0.106
H -4.254 1.860 -1.455 0.120
H -0.895 3.196 -1.236 0.112
H -0.818 3.032 1.181 0.125
H -1.222 1.322 0.981 0.117
H 1.108 1.853 -0.616 0.130
H 1.569 3.808 0.863 0.114
H 1.460 2.749 2.276 0.119
H 3.463 2.485 -0.013 0.110
H 3.834 3.022 1.630 0.109
H 4.406 0.605 1.306 0.115
H 3.160 0.832 2.540 0.122
H 2.054 -0.086 -1.276 0.112
H 3.750 0.242 -0.890 0.128
H 2.144 -3.721 -0.557 0.082
H 1.112 -2.365 -1.025 0.077
H 1.689 -2.505 0.643 0.079
H 3.796 -3.142 -2.371 0.082
H 4.443 -1.505 -2.494 0.080
H 2.746 -1.815 -2.873 0.083
H 5.247 -1.674 -0.101 0.080
H 4.562 -3.290 0.071 0.081
H 4.092 -2.008 1.193 0.076
H 0.490 -0.318 0.384 0.093
H 0.860 0.317 2.004 0.135
H -1.731 -1.340 -0.282 0.108
H -3.643 -2.408 0.929 0.123
```

Values from the calculation:
**HOMO-LUMO gap**: 8.57 eV
**E_LUMO**: 0.637 eV
**Structure (SMILES)**: COc1ccc(S(=O)(=O)NC[C@H]2CCCN(CC(C)(C)C)C2)cc1

***

Record 4
C6H13NO | wB97M-V/def2-TZVPD

The geometry in XYZ format:
```
21
Properties=species:S:1:pos:R:3:lowdin_charge:R:1
C 0.628 0.411 1.813 -0.148
C 0.868 1.412 0.744 -0.208
C 0.997 0.811 -0.877 -0.132
C -0.243 0.347 -1.631 -0.127
C -1.215 -0.071 -0.570 -0.461
O -2.060 0.922 -0.229 0.074
N -1.180 -1.101 0.199 -0.030
C -0.416 -2.268 -0.180 -0.120
H 0.281 0.865 2.739 0.065
H 1.491 -0.229 1.989 0.065
H -0.249 -0.346 1.431 0.086
H 0.067 2.144 0.670 0.086
H 1.837 1.894 0.866 0.087
H 1.730 0.007 -0.791 0.089
H 1.451 1.644 -1.410 0.090
H -0.691 1.165 -2.194 0.116
H -0.027 -0.485 -2.302 0.114
H -2.593 0.632 0.524 0.124
H -0.399 -2.941 0.677 0.076
H 0.614 -2.023 -0.454 0.071
H -0.891 -2.790 -1.014 0.083
```

Values from the calculation:
**HOMO-LUMO gap**: 9.95 eV
**E_LUMO**: 1.015 eV
**Structure (SMILES)**: CCCC/C(O)=N\C

***

Record 5
C39H36FNO12P2S | wB97M-V/def2-TZVPD

The geometry in XYZ format:
```
92
Properties=species:S:1:pos:R:3:lowdin_charge:R:1
C -2.181 2.793 1.735 0.008
C -1.178 2.763 0.599 -0.476
O -1.246 1.892 -0.177 0.134
N -0.120 3.736 0.411 -0.021
C -0.552 5.100 0.502 -0.470
C 0.046 6.037 -0.536 0.014
O -1.281 5.532 1.319 0.147
C 1.128 3.453 1.162 -0.243
C 0.986 2.386 2.248 -0.090
C 2.291 2.158 3.080 -0.296
C 2.392 3.058 4.311 -0.161
C 2.447 4.578 4.046 -0.183
C 3.272 5.330 5.093 -0.218
F 4.591 5.003 4.926 -0.029
S 3.725 2.195 1.990 0.629
O 4.460 1.015 2.249 -0.242
O 4.539 3.353 2.148 -0.236
O 3.114 2.029 0.515 -0.261
C 2.265 3.134 0.115 -0.483
P 1.611 2.767 -1.593 0.952
P 3.422 2.370 -2.765 0.270
O 3.527 0.946 -3.029 -0.309
O 3.396 3.202 -4.136 -0.164
O 4.763 2.782 -1.934 -0.155
H -3.159 3.166 1.435 0.098
H -2.304 1.789 2.142 0.090
H -1.814 3.410 2.557 0.070
H -0.592 6.899 -0.707 0.087
H 0.313 5.508 -1.449 0.053
H 0.980 6.427 -0.108 0.092
H 1.430 4.394 1.627 0.131
H 0.736 1.407 1.830 0.136
H 0.198 2.613 2.966 0.122
H 2.226 1.133 3.442 0.135
H 3.257 2.803 4.929 0.126
H 1.515 2.857 4.932 0.125
H 2.861 4.857 3.077 0.095
H 1.426 4.976 4.098 0.120
H 2.936 5.037 6.090 0.122
H 3.127 6.398 4.925 0.118
H 2.919 4.008 -0.003 0.106
H 0.979 1.506 -1.595 -0.038
H 4.299 3.252 -4.487 0.088
H 4.619 3.605 -1.439 0.065
O 3.151 -6.045 -6.233 0.100
C 2.622 -4.968 -6.048 -0.279
C 3.078 -4.071 -4.953 -0.089
C 4.137 -4.464 -4.146 -0.008
C 4.596 -3.621 -3.147 -0.055
C 3.999 -2.380 -2.950 -0.048
C 2.932 -1.989 -3.740 -0.004
C 2.463 -2.833 -4.739 -0.078
C 1.304 -2.408 -5.569 -0.277
O 0.731 -1.359 -5.353 0.104
C 0.861 -3.298 -6.679 -0.083
C -0.197 -2.902 -7.489 -0.005
C -0.599 -3.704 -8.543 -0.061
C 0.056 -4.905 -8.796 -0.061
C 1.101 -5.310 -7.984 -0.004
C 1.505 -4.512 -6.921 -0.083
H 4.606 -5.427 -4.302 0.118
H 5.425 -3.928 -2.523 0.106
H 4.366 -1.715 -2.179 0.108
H 2.472 -1.025 -3.579 0.090
H -0.703 -1.966 -7.295 0.119
H -1.421 -3.392 -9.175 0.106
H -0.254 -5.527 -9.627 0.106
H 1.608 -6.246 -8.179 0.120
O -7.118 -3.004 1.919 0.107
C -6.140 -2.890 2.628 -0.278
C -4.807 -2.581 2.042 -0.083
C -4.690 -2.402 0.669 0.001
C -3.462 -2.077 0.116 -0.050
C -2.346 -1.928 0.933 -0.055
C -2.454 -2.122 2.300 -0.007
C -3.682 -2.455 2.860 -0.086
C -3.779 -2.677 4.328 -0.279
O -2.790 -2.618 5.031 0.102
C -5.115 -2.965 4.916 -0.084
C -5.231 -3.140 6.289 -0.003
C -6.474 -3.377 6.853 -0.057
C -7.606 -3.439 6.046 -0.057
C -7.493 -3.279 4.676 -0.002
C -6.248 -3.046 4.104 -0.083
H -5.559 -2.513 0.035 0.121
H -3.374 -1.933 -0.953 0.111
H -1.390 -1.662 0.500 0.108
H -1.584 -2.012 2.934 0.118
H -4.352 -3.087 6.917 0.120
H -6.563 -3.509 7.923 0.107
H -8.577 -3.616 6.490 0.108
H -8.374 -3.331 4.050 0.121
```

Values from the calculation:
**HOMO-LUMO gap**: 8.18 eV
**E_LUMO**: -1.057 eV
**Structure (SMILES)**: CC(=O)N(C(C)=O)[C@H]1C[C@H](CCCF)S(=O)(=O)O[C@H]1PP(=O)(O)O.O=C1c2ccccc2C(=O)c2ccccc21.O=C1c2ccccc2C(=O)c2ccccc21

***

Record 6
C5H11O2 | wB97M-V/def2-TZVPD

The geometry in XYZ format:
```
18
Properties=species:S:1:pos:R:3:lowdin_spin:R:1
C -0.123 -3.468 0.654 0.316
C -0.914 -3.372 -0.665 0.257
H 0.876 -3.854 0.403 0.059
H -0.071 -2.493 1.138 0.019
H -0.498 -4.203 1.381 0.110
H -0.473 -2.601 -1.286 0.010
H -1.971 -3.218 -0.441 0.056
H -0.823 -4.320 -1.213 0.091
C -0.228 2.434 0.504 0.004
C -0.764 1.331 1.459 0.038
C 0.708 1.828 -0.594 0.003
O 0.210 1.723 -1.739 0.004
O 1.853 1.544 -0.183 0.008
H -1.022 3.032 0.048 0.001
H 0.468 3.060 1.069 0.001
H -1.644 1.724 1.937 0.006
H -0.008 1.033 2.178 0.008
H -1.094 0.493 0.847 0.010
```

Values from the calculation:
**HOMO-LUMO gap (alpha / beta)**: 2.62 / 7.97 eV
**2S+1**: 2
**E_LUMO (alpha / beta)**: 6.591 / 6.501 eV
**Total charge**: -2

***

Number 1: energy -409.68919 a.u.. Number 2: energy -3992.16010 a.u.. Number 3: energy -1437.28288 a.u.. Number 4: energy -366.35732 a.u.. Number 5: energy -3646.22682 a.u.. Number 6: energy -347.49041 a.u..